(1)
19
Properties=species:S:1:pos:R:3 method="wB97M-V/def2-TZVPD" homo_lumo_gap_ev=10.02 smiles=CNCCNCO e_homo_ev=-9.0135 energy_ha=-344.3141 lumo_energy_ev=1.01 de_lowest_kcal_mol=44.5
C -0.47723 0.89407 -0.60232
N -1.24211 -0.32232 -0.34627
C -2.48420 -0.06786 0.29001
O -3.24818 -1.26495 0.33065
C 1.03501 0.72397 -0.55981
N 1.37524 0.01402 0.70427
C 2.61942 -0.77671 0.39837
H -0.83337 1.39691 -1.50551
H -0.66615 1.67270 0.17412
H -0.63473 -0.84164 0.28781
H -3.03769 0.68944 -0.27903
H -2.49541 0.28166 1.33637
H -3.19413 -1.77545 -0.48145
H 1.55962 1.68308 -0.54661
H 1.35458 0.15876 -1.44523
H 1.66365 0.67695 1.41162
H 2.24344 -1.53578 -0.29291
H 3.43110 -0.24033 -0.10284
H 3.03114 -1.36651 1.22876

=====

(2)
19
Properties=species:S:1:pos:R:3 method="wB97M-V/def2-TZVPD" homo_lumo_gap_ev=9.99 smiles=C[C@@H](O)[C@@H](N)CN e_homo_ev=-9.1055 energy_ha=-344.3021 lumo_energy_ev=0.89 de_lowest_kcal_mol=52.0
N -0.76729 0.63481 1.56381
C -0.01159 0.34852 0.38653
C -1.06879 0.06238 -0.79565
C -0.85355 1.06606 -1.93493
O -1.26595 -1.33987 -1.04178
C 1.01688 -0.86326 0.58355
N 1.90093 -0.78657 1.75818
H -0.37344 1.50472 1.98445
H -0.46927 0.02702 2.28597
H 0.64978 1.24468 0.20795
H -1.90906 0.32822 -0.22594
H 0.06402 0.83015 -2.53326
H -1.68100 1.00993 -2.57195
H -0.94569 2.16428 -1.61557
H -0.86040 -1.51015 -1.89762
H 1.41524 -1.11333 -0.46264
H 0.29592 -1.66444 0.79330
H 2.70314 -0.21147 1.47365
H 2.16010 -1.73165 2.04196

=====

(3)
19
Properties=species:S:1:pos:R:3 method="wB97M-V/def2-TZVPD" homo_lumo_gap_ev=9.39 smiles=NCCNCCO e_homo_ev=-8.3159 energy_ha=-344.3208 lumo_energy_ev=1.07 de_lowest_kcal_mol=40.3
N -1.19320 2.34772 0.70973
C -0.81853 1.26451 1.64820
C -0.90886 -0.06457 0.91391
N 0.04731 -0.04222 -0.19471
C 0.12397 -1.20663 -1.00734
C 1.57208 -1.55567 -1.30932
O 2.12102 -0.57282 -2.17302
H -1.16942 3.25756 1.16461
H -2.18295 2.20631 0.53089
H 0.14240 1.33219 2.14380
H -1.56344 1.24569 2.44642
H -1.93299 -0.28455 0.60840
H -0.52159 -0.83207 1.58053
H 0.06647 0.86458 -0.63454
H -0.41249 -1.26732 -1.96920
H -0.20069 -2.08164 -0.45099
H 1.71350 -2.56461 -1.71512
H 2.06815 -1.58910 -0.33611
H 3.04927 -0.45735 -1.95616

=====

(4)
19
Properties=species:S:1:pos:R:3 method="wB97M-V/def2-TZVPD" homo_lumo_gap_ev=9.86 smiles="C=NCCCN.O" e_homo_ev=-8.9741 energy_ha=-344.2940 lumo_energy_ev=0.88 de_lowest_kcal_mol=57.1
C -1.42604 0.98616 1.38523
C -1.40120 1.58605 -0.03277
C -0.11292 1.17848 -0.80903
C 0.70120 -0.64617 -2.00091
N -0.31309 -0.15620 -1.43997
N -1.38802 -0.46198 1.41473
H -2.40175 1.33246 1.75031
H -0.59013 1.43643 1.92732
H -2.34705 1.35100 -0.51464
H -1.25643 2.66623 0.08550
H 0.64566 1.05979 -0.04378
H -0.03305 1.83330 -1.67088
H 0.80156 -1.51223 -2.64451
H 1.68751 -0.17949 -1.82202
H -1.23080 -0.83131 0.48025
H -2.21291 -0.94803 1.73856
H 3.70296 -2.43485 0.28936
H 2.38213 -2.25587 1.16444
O 3.27521 -1.95167 0.96483

=====

(5)
19
Properties=species:S:1:pos:R:3 method="wB97M-V/def2-TZVPD" homo_lumo_gap_ev=7.94 smiles="[H]/N=C(/C)O.CNC" e_homo_ev=-7.7496 energy_ha=-344.2474 lumo_energy_ev=0.19 de_lowest_kcal_mol=86.4
C -0.36101 2.14979 0.67954
C -2.12416 0.57501 0.22617
N -0.75417 0.75502 0.66517
H 0.02516 -0.13840 0.53914
H -2.82987 1.09609 0.88461
H 0.67360 2.24101 1.02055
H -0.98250 2.73806 1.36650
H -0.44878 2.60077 -0.31645
H -2.37654 -0.48820 0.21405
H -2.27185 0.97032 -0.78604
C 1.10321 -2.53132 -0.33869
C 1.13726 -1.03275 -0.46497
O 2.39276 -0.51460 -0.23479
N 0.42181 -0.43652 -1.39652
H 2.36659 0.20778 0.40586
H 0.72845 0.52662 -1.53294
H 0.06665 -2.87178 -0.30339
H 1.62985 -2.85039 0.56412
H 1.60351 -2.99650 -1.19193

=====

(6)
19
Properties=species:S:1:pos:R:3 method="wB97M-V/def2-TZVPD" homo_lumo_gap_ev=8.59 e_homo_ev=-7.8835 energy_ha=-344.2999 lumo_energy_ev=0.71 de_lowest_kcal_mol=53.4
C 2.23078 0.08611 -0.99300
C 2.01203 0.17362 0.51443
C 0.55064 0.22257 0.99073
N -2.53777 0.62692 0.39092
C -1.41510 1.36470 0.17564
N -0.21404 1.00686 0.03711
H 1.33045 0.45625 -1.48007
H 2.25485 -0.97392 -1.26142
H 3.10351 0.61035 -1.36171
H 2.48471 1.07262 0.93867
H 2.66072 -0.54071 1.03406
H 0.21832 -0.81495 1.06013
H 0.44822 0.64487 1.98833
H -3.43536 1.05268 0.25022
H -2.49468 -0.33888 0.67307
H -1.69626 2.42797 0.09731
H -0.00798 -2.67714 -1.52100
H -1.44906 -2.32309 -1.18371
O -0.62961 -2.63871 -0.78814

=====

(7)
19
Properties=species:S:1:pos:R:3 method="wB97M-V/def2-TZVPD" homo_lumo_gap_ev=7.96 smiles="N/C=C/CCN.O" e_homo_ev=-7.1439 energy_ha=-344.2251 lumo_energy_ev=0.82 de_lowest_kcal_mol=100.4
C 2.06698 0.99983 0.81185
C 1.26223 -0.15191 0.25570
C -0.11710 0.09497 -0.31062
C -1.18580 0.60848 0.35659
N -2.44272 0.08323 0.38406
N 2.71320 1.88682 -0.35273
H 1.63462 1.74614 1.44546
H 2.82517 0.54076 1.45495
H 1.35253 -0.89624 1.07253
H 1.79134 -0.67822 -0.49948
H -0.02637 -0.14093 -1.40467
H -1.09063 1.63454 0.63813
H -3.37158 0.54773 0.71323
H -2.58384 -0.94280 0.39746
H 2.12299 2.70105 -0.50472
H 2.54792 1.36116 -1.28334
H -1.61221 -3.40428 -0.15780
H -1.37791 -2.36296 -1.45643
O -2.03290 -2.90056 -0.91448

=====

(8)
19
Properties=species:S:1:pos:R:3 method="wB97M-V/def2-TZVPD" homo_lumo_gap_ev=9.99 smiles=NCCCNCO e_homo_ev=-8.9643 energy_ha=-344.2798 lumo_energy_ev=1.03 de_lowest_kcal_mol=66.0
C -0.25251 0.58472 -0.99092
C -0.42697 -0.90573 -1.32369
C 0.57352 -1.89622 -0.63637
N 0.36212 -1.89728 0.86743
N -0.31142 0.84821 0.39685
C -0.06987 2.30554 0.81995
O -0.12140 2.57195 2.13690
H 0.70755 0.98300 -1.42171
H -1.15890 1.02771 -1.39701
H -1.35065 -0.94865 -0.73436
H -0.62136 -1.04362 -2.40149
H 0.48101 -3.02047 -1.00022
H 1.67903 -1.64589 -0.70443
H 0.57480 -2.89815 0.98387
H -0.70757 -1.74941 1.08451
H 0.40929 0.40144 0.87196
H 0.98716 2.63694 0.41031
H -0.88756 2.85962 0.33658
H 0.13373 1.78629 2.70183

=====

(9)
19
Properties=species:S:1:pos:R:3 method="wB97M-V/def2-TZVPD" homo_lumo_gap_ev=9.12 e_homo_ev=-8.2122 energy_ha=-344.3022 lumo_energy_ev=0.91 de_lowest_kcal_mol=52.0
C 1.33502 0.80039 0.53988
C 1.38817 -0.71613 0.59538
C 0.87478 -1.45672 -0.64060
N -0.54833 -1.32987 -0.87618
C -1.22434 -0.43830 -1.65915
N -2.45826 -0.11137 -1.59223
H 0.29439 1.09775 0.43454
H 1.97354 1.25001 -0.20807
H 1.57429 1.22371 1.51400
H 2.44892 -0.99684 0.65246
H 0.95742 -1.10954 1.51906
H 1.12345 -2.50351 -0.48199
H 1.41385 -1.01837 -1.48889
H -1.07266 -2.16152 -0.63451
H -0.50949 0.04105 -2.34556
H -3.07069 -0.92851 -1.63407
H -0.95882 2.83814 2.66808
H -2.17055 3.02374 1.76841
O -1.37069 2.49588 1.86944

=====

(10)
19
Properties=species:S:1:pos:R:3 method="wB97M-V/def2-TZVPD" homo_lumo_gap_ev=9.08 smiles=NCNCCCO e_homo_ev=-8.1119 energy_ha=-344.3161 lumo_energy_ev=0.97 de_lowest_kcal_mol=43.3
C -0.58717 -0.00598 0.74012
C -1.45498 -0.28712 -0.49344
C -1.18162 -1.67093 -1.05786
O -1.61533 -2.68492 -0.14626
N 0.78619 0.32809 0.48263
C 1.38065 1.62926 0.51383
N 2.81570 1.50486 0.64436
H -1.04366 0.86228 1.22151
H -0.69940 -0.80678 1.47518
H -1.44101 0.50769 -1.24427
H -2.47185 -0.27617 -0.10131
H -0.10274 -1.78524 -1.19278
H -1.64063 -1.89419 -2.01645
H -2.52281 -2.90830 -0.36452
H 1.24724 -0.28636 -0.16959
H 1.08153 2.20904 -0.38469
H 0.97856 2.14525 1.38697
H 3.24827 2.39074 0.85156
H 3.22305 1.02880 -0.14499